Entry 1:
A molecular structure, C14H28Br2INPtSi2Te, computed with ωB97M-V with the def2-TZVPD basis set.

Output
- Largest force on an atom: 0.8 eV Å⁻¹
- ΔE to the lowest compared entry with this formula, charge and spin: 0.831 eV
- Frontier orbital gap (alpha / beta): 6.66 / 6.66 eV
- LUMO level (alpha / beta): -8.1899 / -8.1893 eV

The geometry in ORCA input format:
```
! RIJCOSX wB97M-V def2-TZVPD def2/J DEFGRID3
* xyz 2 1
Pt -2.348 -0.992 0.450
Br -3.417 -2.705 -0.865
C -4.919 -1.722 -1.717
Br -5.029 0.085 -1.116
H -5.806 -2.267 -1.416
H -4.725 -1.756 -2.782
I -2.683 4.203 3.160
C -2.377 2.162 3.260
C -2.176 1.508 4.473
C -1.961 0.138 4.476
C -1.945 -0.550 3.280
N -2.145 0.087 2.118
C -2.363 1.415 2.095
H -2.185 2.062 5.402
H -1.805 -0.400 5.401
H -1.767 -1.616 3.229
H -2.522 1.873 1.128
C -1.302 -1.119 -3.618
Si 0.537 -1.191 -3.277
C 1.346 -2.636 -4.112
C 1.340 0.435 -3.691
C 0.743 -1.469 -1.389
Te -0.126 0.062 -0.229
C 1.076 -0.144 1.482
Si 2.545 1.099 1.404
C 1.759 2.785 1.540
C 3.642 0.686 2.842
C 3.395 0.878 -0.243
H -1.469 -0.929 -4.680
H -1.808 -0.318 -3.069
H -1.783 -2.070 -3.377
H 1.258 -2.536 -5.196
H 0.882 -3.582 -3.827
H 2.409 -2.694 -3.873
H 1.227 0.629 -4.760
H 2.411 0.426 -3.475
H 0.889 1.282 -3.166
H 1.793 -1.443 -1.086
H 0.308 -2.404 -1.036
H 1.382 -1.190 1.526
H 0.480 0.095 2.358
H 1.208 2.894 2.478
H 1.079 3.006 0.713
H 2.530 3.559 1.527
H 3.115 0.779 3.793
H 4.491 1.371 2.869
H 4.039 -0.328 2.767
H 2.745 1.097 -1.099
H 3.802 -0.128 -0.363
H 4.233 1.575 -0.311
*
```

---

Entry 2:
8 unconnected molecules or ions with the total composition C14H28Cl10O3 in a non-equilibrium geometry, computed with ωB97M-V with the def2-TZVPD basis set.

Output
- Largest force on an atom: 2.2 eV Å⁻¹
- ΔE to the lowest compared entry with this formula, charge and spin: 0.000 eV
- Frontier orbital gap: 10.04 eV
- SMILES string: CC(C)=O.CC(C)=O.CC(C)=O.ClCCl.ClCCl.ClCCl.ClCCl.ClCCl
- LUMO level: 0.2748 eV

The geometry in ORCA input format:
```
! RIJCOSX wB97M-V def2-TZVPD def2/J DEFGRID3
* xyz 0 1
C 1.223 -0.231 -0.110
Cl 0.727 -1.920 -0.134
Cl 0.469 0.806 -1.330
H 1.106 0.209 0.880
H 2.296 -0.199 -0.299
C -0.367 4.188 3.833
Cl 0.444 4.113 2.251
Cl 0.053 5.619 4.757
H -1.453 4.152 3.748
H 0.016 3.350 4.416
C -3.146 -4.245 2.531
Cl -4.905 -3.940 2.921
Cl -2.264 -4.982 3.864
H -3.065 -4.917 1.676
H -2.684 -3.311 2.211
C 0.823 -6.640 -1.820
Cl -0.739 -7.293 -1.380
Cl 1.951 -7.882 -2.439
H 0.678 -5.882 -2.590
H 1.382 -6.149 -1.023
C 6.042 3.651 2.561
Cl 5.071 2.176 2.282
Cl 7.126 3.509 3.968
H 6.687 3.800 1.695
H 5.261 4.400 2.690
C -5.080 1.063 4.163
C -3.784 0.763 3.333
O -2.797 0.220 3.836
C -3.848 0.959 1.842
H -4.935 1.333 5.209
H -5.715 0.186 4.031
H -5.734 1.863 3.815
H -2.910 0.657 1.376
H -3.957 2.032 1.687
H -4.778 0.426 1.646
C -4.185 -1.239 -2.834
C -3.831 -2.721 -2.744
O -4.364 -3.432 -1.886
C -2.704 -3.177 -3.637
H -4.700 -1.161 -3.791
H -3.324 -0.575 -2.918
H -4.840 -0.983 -2.002
H -2.589 -4.261 -3.603
H -1.777 -2.659 -3.393
H -2.928 -3.007 -4.690
C 6.177 2.692 -4.568
C 5.517 2.555 -3.180
O 5.373 1.511 -2.571
C 5.085 3.817 -2.520
H 5.737 3.441 -5.227
H 6.164 1.793 -5.185
H 7.174 3.103 -4.410
H 5.874 4.278 -1.927
H 4.289 3.592 -1.809
H 4.657 4.551 -3.203
*
```

---

Entry 3:
9 unconnected molecules or ions with the total composition C14H28Cl8O20S5 in a non-equilibrium geometry, computed with ωB97M-V with the def2-TZVPD basis set.

Output
- Largest force on an atom: 4.9 eV Å⁻¹
- Frontier orbital gap: 10.86 eV
- SMILES string: O=S1(=O)OCCO1.O=S1(=O)OCCO1.O=S1(=O)OCCO1.O=S1(=O)OCCO1.O=S1(=O)OCCO1.ClCCl.ClCCl.ClCCl.ClCCl
- LUMO level: 0.1212 eV

The geometry in ORCA input format:
```
! RIJCOSX wB97M-V def2-TZVPD def2/J DEFGRID3
* xyz 0 1
C -1.729 3.342 4.660
C -3.065 2.697 5.055
O -4.098 3.412 4.332
S -3.537 4.702 3.507
O -3.642 5.919 4.354
O -3.954 4.709 2.131
O -1.976 4.101 3.541
H -0.913 2.637 4.504
H -1.444 4.082 5.408
H -3.272 2.690 6.125
H -3.263 1.768 4.521
C -2.644 -2.543 0.928
C -3.438 -2.969 2.223
O -3.489 -1.757 2.896
S -3.853 -0.496 1.885
O -3.126 0.689 2.247
O -5.298 -0.464 1.606
O -3.059 -1.262 0.636
H -2.865 -3.215 0.099
H -1.559 -2.529 1.033
H -2.853 -3.530 2.953
H -4.418 -3.419 2.064
C -1.817 -1.794 -2.513
C -1.203 -1.821 -3.926
O -0.338 -2.952 -4.010
S -0.937 -4.127 -3.059
O 0.193 -5.019 -2.639
O -2.121 -4.770 -3.638
O -1.326 -2.988 -1.969
H -2.902 -1.889 -2.557
H -1.778 -0.866 -1.942
H -0.666 -0.914 -4.202
H -1.864 -1.952 -4.782
C 4.801 2.460 -3.093
C 6.011 1.753 -3.676
O 5.482 0.412 -3.835
S 3.978 0.452 -4.537
O 3.259 -0.760 -4.046
O 4.183 0.761 -5.945
O 3.666 1.921 -3.744
H 4.783 3.547 -3.179
H 4.796 2.242 -2.025
H 6.959 1.867 -3.149
H 6.368 2.107 -4.644
C 3.316 -1.173 0.260
C 2.516 -2.260 -0.582
O 3.441 -3.256 -1.000
S 4.998 -2.861 -0.730
O 5.590 -2.334 -1.998
O 5.693 -3.931 -0.038
O 4.651 -1.619 0.322
H 2.852 -0.965 1.224
H 3.456 -0.245 -0.293
H 2.074 -1.875 -1.501
H 1.817 -2.661 0.151
C 1.167 6.280 1.694
Cl 1.150 4.599 1.263
Cl 1.508 7.393 0.350
H 0.209 6.538 2.145
H 1.947 6.326 2.454
C -0.272 0.923 0.897
Cl 0.719 0.824 -0.608
Cl 0.030 -0.371 2.089
H -0.334 1.898 1.379
H -1.281 0.776 0.512
C -3.206 2.814 -1.709
Cl -1.940 1.832 -2.607
Cl -3.806 1.982 -0.307
H -2.919 3.856 -1.566
H -4.076 2.843 -2.364
C -0.165 -6.456 2.236
Cl 0.532 -4.765 1.981
Cl -1.942 -6.398 2.142
H 0.166 -7.066 1.396
H 0.077 -6.885 3.208
*
```

---

> What is the formula in the third record?

C14H28Cl8O20S5